DFT (wB97M-V/def2-TZVPD) results for 2 unconnected molecules or ions with the total composition C7H6N5O2S in a non-equilibrium geometry.

```
21
Properties=species:S:1:pos:R:3:forces:R:3
C -0.3163 1.6204 -1.1720 0.426 -0.840 1.843
C -1.5797 1.1580 -0.9421 -0.751 0.381 -2.016
C -0.8467 -0.1333 0.9289 0.627 -0.704 0.550
C 0.5244 0.1402 0.6612 -0.481 1.258 -1.452
C 0.7377 1.1345 -0.3783 -0.613 -1.188 1.017
C -1.8397 0.2974 0.1065 1.159 -0.223 0.410
C 1.7458 -0.5077 0.9982 0.216 2.509 -0.951
N 0.3391 -2.0065 -2.1533 -0.069 -0.030 -0.058
N 1.1101 -1.7068 -1.4443 -0.012 -0.279 -0.350
N 2.0370 1.4122 -0.6088 -1.894 -2.680 3.755
N 2.0737 -1.5259 1.7486 -0.138 -2.015 3.453
N -3.1602 -0.3302 0.2087 0.012 2.607 -2.709
O -3.9420 -0.0026 -0.6794 0.096 -0.546 0.753
O -3.3285 -1.0803 1.0866 -0.899 -2.116 2.288
S 3.0605 0.3440 0.1420 -0.195 -1.031 1.190
H 0.0314 2.2794 -1.8901 -0.293 1.267 -1.755
H -2.4202 1.3005 -1.6532 0.754 0.404 0.607
H -1.1387 -0.7284 1.7652 -0.022 -0.671 0.309
H 2.3474 1.8984 -1.3338 1.616 2.563 -3.898
H 3.0459 -1.5668 2.0477 -0.034 -0.183 -0.523
H 1.5190 -1.9965 2.5619 0.497 1.514 -2.464
```
Positions in Å, forces in eV/Å.

Its net charge is +1. The value obtained for the HOMO energy (alpha / beta) is -13.17 / -13.17 eV. The value obtained for the energy above the lowest of the compared OMol25 structures with the same formula, charge and spin is 0.000 eV. The value obtained for the lowest unoccupied orbital energy (alpha / beta) is -5.06 / -5.06 eV. The gap between HOMO and LUMO (alpha / beta) is 8.108 / 8.109 eV.

DFT (wB97M-V/def2-TZVPD) results for 2 unconnected molecules or ions with the total composition C5H10FP in a non-equilibrium geometry.

```
17
Properties=species:S:1:pos:R:3:forces:R:3
C 1.1068 1.9545 -0.2593 -1.104 -3.367 -0.152
C -0.1794 1.5656 -0.0742 3.194 1.039 -1.796
C 0.9556 -1.5858 0.3503 -1.281 0.530 -1.640
C 0.1461 -0.8248 -0.8205 1.169 -1.943 -1.077
C -0.6411 0.2646 -0.2770 -2.733 -0.400 -0.270
F -2.0987 0.7450 -1.7478 1.974 -0.625 1.734
P -2.0210 -0.2569 0.8019 -0.310 -2.170 0.401
H 1.4018 2.8519 0.1055 0.747 2.953 0.545
H 1.9210 1.3019 -0.5838 -0.419 -0.095 0.176
H -0.8630 2.3315 0.0080 -1.696 1.333 1.067
H 0.6529 -1.1493 1.2510 0.280 1.111 1.464
H 0.5612 -2.5658 0.5005 -0.113 -0.968 -0.506
H 2.0169 -1.6279 0.2499 0.625 0.226 -0.275
H -0.5289 -1.5448 -1.3115 -0.026 0.212 0.486
H 0.7582 -0.5175 -1.6877 0.124 0.187 0.728
H -1.8769 0.4514 1.9889 0.408 0.882 0.137
H -1.3116 -1.3936 1.5059 -0.839 1.095 -1.022
```
Positions in Å, forces in eV/Å.

The value obtained for the HOMO energy is -9.57 eV. The value obtained for the energy above the lowest of the compared OMol25 structures with the same formula, charge and spin is 2.644 eV. The value obtained for the lowest unoccupied orbital energy is -1.10 eV. The gap between HOMO and LUMO is 8.464 eV.

DFT (wB97M-V/def2-TZVPD) results for 5 unconnected molecules or ions with the total composition CH12N2O4.

```
19
Properties=species:S:1:pos:R:3:forces:R:3
H 0.1904 1.9055 1.4755 -0.329 -0.279 -0.228
N 0.0907 1.4438 0.5689 0.290 0.068 0.171
C 1.2181 0.8587 0.3054 -0.092 0.142 0.395
N 1.5175 0.2782 -0.8547 0.083 -0.164 -0.096
H 1.9797 0.7752 1.0804 0.209 0.143 -0.244
H 0.8123 0.1451 -1.5823 0.104 -0.021 0.042
H 2.3970 -0.2062 -0.9359 -0.238 0.011 0.048
O -0.9875 -1.2107 1.4663 -0.171 0.189 -0.194
H -1.6992 -1.6082 0.9504 0.151 0.036 0.123
H -0.8811 -0.3124 1.1003 -0.011 -0.154 0.098
O -0.6221 -0.2465 -2.7183 -0.092 0.053 -0.055
H -1.3060 0.2523 -2.2169 0.032 -0.070 -0.023
H -0.9912 -1.1240 -2.8491 0.034 -0.011 -0.015
O -2.2051 1.0849 -0.9654 0.081 0.073 0.139
H -1.4366 1.3028 -0.3686 -0.078 0.117 -0.193
H -2.5924 1.9289 -1.2192 0.020 -0.052 0.052
O 1.7510 -1.4561 2.3182 0.059 0.071 -0.016
H 1.9598 -2.3938 2.3395 -0.011 0.015 0.022
H 0.8048 -1.4174 2.1056 -0.042 -0.168 -0.025
```
Positions in Å, forces in eV/Å.

The value obtained for the HOMO energy is -9.58 eV. The value obtained for the energy above the lowest of the compared OMol25 structures with the same formula, charge and spin is 0.008 eV. The value obtained for the lowest unoccupied orbital energy is 0.73 eV. The gap between HOMO and LUMO is 10.305 eV.

DFT (wB97M-V/def2-TZVPD) results for 2 unconnected molecules or ions with the total composition C8H18BN3 in a non-equilibrium geometry.

```
30
Properties=species:S:1:pos:R:3:forces:R:3
B -0.3493 -0.9039 0.9435 5.036 2.256 2.607
C -1.6179 -1.3564 -1.2896 -0.132 -0.985 2.437
C 0.7900 2.5256 -0.6269 -0.836 -1.065 0.681
C -2.3762 -2.1145 -0.2628 1.189 -0.682 -0.047
C 0.7523 1.8175 -1.9596 -0.086 -0.857 3.576
C -2.1095 -3.5957 -0.1410 -1.551 2.021 1.802
C 1.0269 2.5382 -3.1807 3.149 -0.432 -2.325
C 1.7846 -0.9045 2.1573 -0.029 1.561 -2.766
C 0.0939 0.7136 2.7776 -2.419 -1.238 1.075
N -1.2354 -1.2955 0.1964 -5.950 -2.999 -5.780
N 1.7990 1.5560 -0.8996 1.016 0.425 -1.800
N 0.4327 -0.3695 1.9193 3.014 -0.609 1.749
H 1.8201 0.6957 -0.3568 -0.862 0.049 -0.429
H -1.9844 -0.4181 -1.5232 -0.167 1.825 -1.509
H 1.1394 3.5348 -0.5581 0.059 0.576 -0.080
H 0.0932 2.2268 0.1690 -0.128 0.335 -0.511
H -3.3378 -1.7870 0.0621 -0.774 0.295 -0.046
H -0.0272 1.0613 -2.0659 0.179 0.051 0.220
H -1.2700 -3.8681 -0.6339 2.625 -0.819 -1.750
H -2.9252 -4.1846 -0.4161 -1.388 -0.898 -0.723
H -1.9424 -3.7672 0.8935 0.169 -0.439 1.131
H 1.7649 3.3992 -3.1226 -0.733 -1.258 0.094
H 0.1357 2.9065 -3.5599 -1.928 1.071 -0.551
H 1.3239 1.8005 -4.0112 0.152 1.075 1.118
H 1.8953 -1.7249 2.8009 -0.371 -1.459 0.877
H 2.1641 -1.1725 1.1113 0.046 0.156 1.414
H 2.3681 -0.0981 2.6133 0.239 -0.067 -0.352
H -0.5533 0.2736 3.5941 0.830 0.857 0.044
H 0.9726 1.2383 3.1724 -0.491 0.072 -0.328
H -0.6278 1.2732 2.1973 0.141 1.182 0.174
```
Positions in Å, forces in eV/Å.

The value obtained for the HOMO energy (alpha / beta) is -3.84 / -8.68 eV. As for the spin multiplicity: 3. The value obtained for the lowest unoccupied orbital energy (alpha / beta) is 0.62 / -0.81 eV. The gap between HOMO and LUMO (alpha / beta) is 4.457 / 7.869 eV. Its expectation value of S² is 2.011.

DFT (wB97M-V/def2-TZVPD) results for a molecular structure, C4H9N4 in a non-equilibrium geometry.

```
17
Properties=species:S:1:pos:R:3:forces:R:3
C 0.4269 -1.0479 -0.0668 -1.309 0.671 0.905
C -0.2060 0.6230 1.0514 -0.974 -2.829 0.346
C -0.8680 -0.4805 0.4077 -0.505 0.007 -1.384
C 0.9322 0.2869 0.2855 -1.369 -0.881 -0.401
N 0.5022 -0.9572 -2.2746 -0.252 0.400 0.854
N -0.5516 1.0573 2.2648 2.260 2.551 1.698
N -2.2090 -0.7229 0.3320 2.893 -0.009 -0.190
N 1.9979 0.8918 -0.0996 2.004 4.956 0.004
H 1.4816 -1.1619 -2.2592 0.206 -0.787 -0.464
H -0.0816 -1.5419 -2.8569 0.397 -0.067 -0.087
H 0.1523 1.5807 2.8776 -1.757 -1.164 -1.256
H -1.3626 0.6697 2.7041 -0.073 0.051 0.252
H -2.6517 -1.4374 -0.2230 0.260 -0.138 0.156
H -2.7207 -0.2348 1.0174 -1.160 0.441 0.335
H 2.6474 0.4463 -0.7451 -0.211 0.297 0.367
H 2.0916 2.0158 0.0787 -0.005 -4.055 -0.612
H 0.4192 0.0130 -2.4941 -0.406 0.557 -0.521
```
Positions in Å, forces in eV/Å.

Its net charge is +1. The value obtained for the HOMO energy is -11.70 eV. The value obtained for the energy above the lowest of the compared OMol25 structures with the same formula, charge and spin is 3.751 eV. The value obtained for the lowest unoccupied orbital energy is -3.19 eV. The gap between HOMO and LUMO is 8.504 eV.

DFT (wB97M-V/def2-TZVPD) results for a gas-phase ion, C8H14NO2S (charge +1) in a non-equilibrium geometry.

```
26
Properties=species:S:1:pos:R:3:forces:R:3
C 4.8311 0.9655 0.5335 1.430 -1.663 2.377
S 3.6812 -0.2128 -0.0560 0.492 -0.221 -0.733
O 3.6371 -0.2093 -1.4859 -0.182 0.164 0.316
O 3.8078 -1.4368 0.6656 -0.306 0.291 0.100
C 2.1128 0.5276 0.4372 -8.945 -1.136 -1.008
C 0.7994 0.4436 0.3175 10.282 0.837 1.256
N -0.5523 0.2630 0.3561 -0.846 1.963 -2.162
C -0.9399 -1.1358 0.4453 -1.269 -1.150 2.858
C -2.4408 -1.2358 0.6892 -0.816 -0.435 0.960
C -3.1847 -0.6108 -0.5103 -1.948 -3.645 0.219
C -2.7424 0.7566 -0.6964 -0.786 3.781 -0.472
C -1.2472 0.8919 -0.8960 -0.774 -0.922 -1.097
H 5.6329 1.1732 -0.1253 0.988 -0.879 -1.200
H 4.3714 1.9124 0.4390 -0.924 1.118 1.195
H 5.3279 0.5170 1.5328 -1.634 1.666 -2.006
H -1.0741 0.8847 0.9334 0.103 0.327 2.272
H -0.4103 -1.6604 1.2542 0.187 0.523 -0.314
H -0.6265 -1.4857 -0.4705 0.473 -1.452 -2.012
H -2.7056 -0.8686 1.7959 0.415 -0.370 -2.545
H -2.7558 -2.2917 0.6558 0.552 0.233 0.425
H -3.0633 -1.3817 -1.3901 0.322 1.861 1.191
H -4.2963 -0.7320 -0.3451 1.103 0.627 0.016
H -3.3030 1.2931 -1.5985 1.301 -0.878 2.028
H -2.9131 1.3669 0.2928 -0.463 -0.861 -1.748
H -0.9666 0.3429 -1.7795 0.652 -0.263 -0.170
H -0.9797 1.9230 -0.9945 0.591 0.485 0.255
```
Positions in Å, forces in eV/Å.

Its net charge is +1. The value obtained for the HOMO energy is -14.28 eV. The value obtained for the energy above the lowest of the compared OMol25 structures with the same formula, charge and spin is 5.940 eV. The value obtained for the lowest unoccupied orbital energy is -3.89 eV. The gap between HOMO and LUMO is 10.391 eV.

Repeat the fourth record exactly.
DFT (wB97M-V/def2-TZVPD) results for 2 unconnected molecules or ions with the total composition C8H18BN3 in a non-equilibrium geometry.

```
30
Properties=species:S:1:pos:R:3:forces:R:3
B -0.3493 -0.9039 0.9435 5.036 2.256 2.607
C -1.6179 -1.3564 -1.2896 -0.132 -0.985 2.437
C 0.7900 2.5256 -0.6269 -0.836 -1.065 0.681
C -2.3762 -2.1145 -0.2628 1.189 -0.682 -0.047
C 0.7523 1.8175 -1.9596 -0.086 -0.857 3.576
C -2.1095 -3.5957 -0.1410 -1.551 2.021 1.802
C 1.0269 2.5382 -3.1807 3.149 -0.432 -2.325
C 1.7846 -0.9045 2.1573 -0.029 1.561 -2.766
C 0.0939 0.7136 2.7776 -2.419 -1.238 1.075
N -1.2354 -1.2955 0.1964 -5.950 -2.999 -5.780
N 1.7990 1.5560 -0.8996 1.016 0.425 -1.800
N 0.4327 -0.3695 1.9193 3.014 -0.609 1.749
H 1.8201 0.6957 -0.3568 -0.862 0.049 -0.429
H -1.9844 -0.4181 -1.5232 -0.167 1.825 -1.509
H 1.1394 3.5348 -0.5581 0.059 0.576 -0.080
H 0.0932 2.2268 0.1690 -0.128 0.335 -0.511
H -3.3378 -1.7870 0.0621 -0.774 0.295 -0.046
H -0.0272 1.0613 -2.0659 0.179 0.051 0.220
H -1.2700 -3.8681 -0.6339 2.625 -0.819 -1.750
H -2.9252 -4.1846 -0.4161 -1.388 -0.898 -0.723
H -1.9424 -3.7672 0.8935 0.169 -0.439 1.131
H 1.7649 3.3992 -3.1226 -0.733 -1.258 0.094
H 0.1357 2.9065 -3.5599 -1.928 1.071 -0.551
H 1.3239 1.8005 -4.0112 0.152 1.075 1.118
H 1.8953 -1.7249 2.8009 -0.371 -1.459 0.877
H 2.1641 -1.1725 1.1113 0.046 0.156 1.414
H 2.3681 -0.0981 2.6133 0.239 -0.067 -0.352
H -0.5533 0.2736 3.5941 0.830 0.857 0.044
H 0.9726 1.2383 3.1724 -0.491 0.072 -0.328
H -0.6278 1.2732 2.1973 0.141 1.182 0.174
```
Positions in Å, forces in eV/Å.

The value obtained for the HOMO energy (alpha / beta) is -3.84 / -8.68 eV. As for the spin multiplicity: 3. The value obtained for the lowest unoccupied orbital energy (alpha / beta) is 0.62 / -0.81 eV. The gap between HOMO and LUMO (alpha / beta) is 4.457 / 7.869 eV. Its expectation value of S² is 2.011.